C11H10N2O2 | ωB97M-V/def2-TZVPD

energy relative to the best compared isomer or geometry (same formula, charge and spin): 357.0 kJ/mol
E_LUMO: 0.6 eV
HOMO: -8.40 eV
multiplicity: 1
Kohn-Sham gap: 8.97 eV
SMILES: O=C(N(O)c1ccccc1)n1cccc1

XYZ file:
```
25
Properties=species:S:1:pos:R:3:forces:R:3
O -2.80850 -1.46127 0.12526 1.0 0.5 -0.4
C -1.90865 -0.64832 0.12775 -0.7 1.0 -2.2
N -1.31912 -0.02586 -1.14799 -5.1 -1.6 4.1
O -1.99869 -0.50880 -2.28620 -2.1 -2.3 1.1
C 0.01659 -0.10681 -1.13996 4.1 1.3 -3.1
C 0.78936 -0.98087 -0.40511 -2.0 -1.2 -0.2
C 2.11445 -1.11259 -0.64011 0.4 0.0 -0.1
C 2.68387 -0.38110 -1.65561 0.4 0.1 0.8
C 2.02327 0.64115 -2.30934 -0.5 -0.4 0.3
C 0.66713 0.80592 -2.04197 2.0 -2.9 1.9
N -1.41289 -0.01392 1.24172 0.6 2.5 -1.8
C -1.52119 -0.34977 2.55165 1.9 0.9 0.7
C -0.72768 0.56758 3.24595 -1.2 -1.6 -0.4
C -0.20957 1.53489 2.36020 -0.6 -0.2 -0.3
C -0.68074 1.18209 1.11949 1.7 1.9 -0.4
H -2.75440 -1.17757 -1.87674 2.7 2.1 -1.1
H 0.29682 -1.76826 0.16584 0.0 0.4 0.4
H 2.63391 -1.83388 -0.03285 0.5 -0.1 -0.2
H 3.69626 -0.59151 -1.81288 1.5 0.1 -0.6
H 2.59517 1.27397 -2.97878 -0.3 0.0 -0.1
H 0.20721 1.60305 -2.46240 -2.0 2.1 -1.3
H -1.94664 -1.30258 2.70056 -0.5 -0.6 0.9
H -0.48212 0.51774 4.26338 0.0 -0.1 1.3
H 0.40491 2.38516 2.70493 -0.5 -0.6 -0.7
H -0.35876 1.75159 0.18320 -1.2 -1.4 1.5
```
Positions in Å, forces in eV/Å.


C11H11BrO2Sc | ωB97M-V/def2-TZVPD

E_LUMO: 2.8 eV
HOMO: -4.35 eV
multiplicity: 1
charge: -1
Kohn-Sham gap: 7.14 eV

XYZ file:
```
26
Properties=species:S:1:pos:R:3:forces:R:3
C -1.49157 -1.02525 -1.28073 -0.3 -0.6 -0.8
C -1.17860 0.13874 -1.99600 -0.1 -0.6 -1.0
C 0.20707 0.10353 -2.28766 -0.1 -0.5 -1.1
H -1.85114 0.94074 -2.23863 0.0 0.1 0.0
C 0.73458 -1.09274 -1.76901 -0.2 0.0 -0.8
C -0.29865 -1.77825 -1.11462 -0.4 -0.5 -0.6
H -0.20026 -2.71356 -0.59231 0.0 -0.1 0.1
H -2.46370 -1.29562 -0.90953 -0.1 0.0 0.1
H 0.76829 0.87851 -2.77415 0.1 0.1 0.1
H 1.76347 -1.39318 -1.80737 0.2 0.0 0.1
Sc -0.05662 0.23204 -0.00464 2.3 1.8 -0.2
Br 0.00579 2.71456 -0.62138 -0.3 1.3 -0.1
C 0.13524 0.79537 2.22054 -0.4 -0.1 1.0
C 0.10897 -0.61669 2.11207 -0.6 0.0 1.1
C -1.14706 -0.98056 1.60719 -0.4 -0.2 1.0
H 0.92641 -1.27839 2.33179 0.1 -0.1 -0.1
C -1.89708 0.20524 1.38682 -0.4 -0.3 0.8
C -1.11192 1.29094 1.80119 -0.1 0.0 0.9
H -1.38870 2.32554 1.74318 0.0 0.1 -0.1
H 0.97840 1.38881 2.51922 0.1 0.1 0.0
H -1.48067 -1.98332 1.41045 0.0 -0.1 -0.1
H -2.89308 0.26704 0.98520 -0.1 0.0 -0.1
O 2.75491 1.58282 -1.11178 2.0 -3.3 3.4
C 3.00674 0.71790 -0.16085 -4.2 2.4 -3.5
O 2.03834 0.03809 0.41588 2.6 0.8 -0.5
H 4.03084 0.53771 0.13514 0.5 -0.2 0.4
```
Positions in Å, forces in eV/Å.


C11H11FO3 | ωB97M-V/def2-TZVPD

E_LUMO: 0.4 eV
HOMO: -7.54 eV
multiplicity: 1
Kohn-Sham gap: 7.95 eV

XYZ file:
```
26
Properties=species:S:1:pos:R:3:forces:R:3
C -1.63147 -2.30371 -2.30260 -0.4 1.7 -1.9
C -1.01454 -1.27448 -1.41215 -0.2 -1.5 -1.0
C 2.27350 1.86073 1.79110 -0.5 0.1 0.1
C 2.08672 2.45769 0.59817 3.3 0.7 1.3
C -1.91520 -3.51990 -1.88793 0.4 0.0 1.4
C 1.15630 1.39736 2.59481 -0.7 -1.6 -0.8
C -0.59822 -1.68176 -0.23229 -0.7 0.2 0.1
C 0.29095 0.31869 0.76901 2.4 4.6 1.7
C -0.59426 -3.15825 0.11813 0.6 0.8 -1.3
C 0.87095 2.36735 -0.11371 -3.8 2.1 -1.9
C -0.49976 3.07190 0.49100 3.1 -0.7 -2.0
O -1.47551 -3.99555 -0.68199 -0.4 0.5 0.4
O 0.39980 0.98893 -0.33338 -0.1 -2.1 0.0
O -0.12854 -0.83870 0.83493 -1.4 -3.9 -0.8
F 1.55076 0.35039 3.39701 -0.1 0.4 -0.4
H -2.02642 -2.01304 -3.33259 0.6 -0.2 1.7
H -0.89626 -0.30466 -1.80837 -0.1 1.0 0.0
H 3.22610 1.85230 2.31100 0.2 0.2 -0.1
H 2.96968 3.03038 0.22367 -1.0 -0.6 -0.2
H -2.62780 -4.15916 -2.36978 0.2 -0.5 -0.2
H 0.43191 -3.42687 -0.15487 0.0 -0.7 0.6
H -0.82123 -3.28484 1.15792 0.0 -0.4 0.5
H 0.89824 2.83318 -1.14788 0.4 -1.1 1.0
H -0.27140 4.11669 0.09663 -1.2 -1.0 1.4
H -0.42336 2.78960 1.57044 -0.9 0.8 -0.8
H -1.23095 2.52573 -0.17626 0.2 1.1 1.3
```
Positions in Å, forces in eV/Å.


C11H11N | ωB97M-V/def2-TZVPD

energy relative to the best compared isomer or geometry (same formula, charge and spin): 556.5 kJ/mol
E_LUMO: 0.2 eV
HOMO: -8.24 eV
multiplicity: 1
Kohn-Sham gap: 8.44 eV
SMILES: c1ccccc1.c1ccncc1

XYZ file:
```
23
Properties=species:S:1:pos:R:3:forces:R:3
C 0.80808 -0.12817 0.79433 6.3 0.3 1.6
C 1.82954 -1.14146 0.58640 -0.8 3.2 0.4
C 2.93470 -0.74108 -0.18162 -0.3 -1.8 1.1
C 3.05714 0.46077 -0.75901 -2.8 2.3 -0.2
C 1.99096 1.37660 -0.76037 2.7 1.4 0.1
C 1.00143 1.06887 0.09696 -6.2 0.3 -0.7
H 0.05057 -0.14612 1.61663 3.5 0.7 -0.1
H 1.75007 -2.01926 1.17816 0.4 -1.0 0.0
H 3.80566 -1.33336 -0.26034 0.6 -1.1 0.1
H 3.88849 0.89847 -1.13500 3.0 0.2 -1.4
H 2.22076 2.44492 -1.15838 -1.1 -2.1 0.4
H -0.11707 1.41963 -0.09876 2.8 1.1 0.8
C -1.12449 -0.74465 0.39027 -2.6 -1.8 -0.8
C -1.61664 0.37737 1.04171 -1.8 0.1 0.3
C -2.78480 0.95237 0.55950 0.0 0.4 0.3
N -3.45684 0.52566 -0.51252 0.0 0.1 0.1
C -2.96229 -0.53165 -1.14229 0.5 -0.2 -0.1
C -1.78852 -1.17146 -0.74444 -0.4 -0.5 -0.2
H -0.22939 -1.25014 0.78339 -3.1 -1.6 -1.2
H -1.12431 0.79993 1.92901 -0.6 0.0 -0.4
H -3.18526 1.84336 1.05655 0.1 -0.3 -0.2
H -3.50821 -0.90424 -2.00653 0.0 0.1 0.1
H -1.43958 -2.05636 -1.27366 -0.1 0.2 0.0
```
Positions in Å, forces in eV/Å.


C11H11N | ωB97M-V/def2-TZVPD

energy relative to the best compared isomer or geometry (same formula, charge and spin): 472.5 kJ/mol
E_LUMO: 0.6 eV
HOMO: -8.79 eV
multiplicity: 1
Kohn-Sham gap: 9.39 eV
SMILES: c1ccccc1.c1ccncc1

XYZ file:
```
23
Properties=species:S:1:pos:R:3:forces:R:3
C -2.59172 -0.24155 -0.47939 -2.2 0.4 -2.2
C -2.15497 1.07923 -0.22343 -0.9 0.0 0.5
C -1.22609 1.23208 0.75725 1.5 -3.2 0.5
C -0.56202 0.04839 1.31440 1.9 -1.6 0.6
C -0.76769 -1.24493 0.82366 -5.8 2.8 -2.0
C -1.98535 -1.41374 -0.07710 0.5 -0.1 2.4
H -3.56499 -0.14933 -1.09601 1.5 -1.2 1.0
H -2.76984 1.94816 -0.62346 1.1 -1.2 0.5
H -0.88673 2.16448 1.03386 0.6 1.9 0.9
H 0.34590 -0.09398 2.07846 -2.2 1.8 -1.4
H -0.44926 -2.13966 1.21429 1.5 -1.5 1.1
H -2.59108 -2.41433 -0.05816 1.6 1.9 -0.6
C 1.34746 1.15771 -0.88138 -3.9 0.1 -1.9
C 2.21995 1.24688 0.10521 3.3 -3.1 2.5
C 2.87556 -0.04782 0.59605 0.9 -1.6 -1.9
N 2.52630 -1.30275 0.11068 -2.6 2.8 -0.2
C 1.37665 -1.28156 -0.74536 0.1 0.2 -0.2
C 0.85864 -0.13045 -1.31401 5.1 1.1 3.8
H 0.72935 2.10234 -1.11853 1.4 -1.6 -0.2
H 2.50359 2.20361 0.49525 0.2 0.1 0.4
H 3.91859 -0.22056 1.17404 -2.8 1.4 -1.0
H 0.62543 -2.14240 -1.06499 2.9 0.8 1.1
H 0.22231 -0.35986 -2.02132 -3.7 0.0 -3.4
```
Positions in Å, forces in eV/Å.


C11H11N3O | ωB97M-V/def2-TZVPD

energy relative to the best compared isomer or geometry (same formula, charge and spin): 281.2 kJ/mol
E_LUMO (spin up / spin down): -0.2 / -2.3 eV
HOMO (spin up / spin down): -6.17 / -8.88 eV
multiplicity: 3
Kohn-Sham gap (spin up / spin down): 6.01 / 6.57 eV

XYZ file:
```
26
Properties=species:S:1:pos:R:3:forces:R:3
C -0.95547 3.76400 -1.21397 1.3 1.3 0.1
C 0.05488 3.00803 -1.52993 0.2 0.7 -2.0
C 1.48903 -2.12646 0.89498 -2.1 -0.1 1.3
C 0.12603 -2.16829 0.39853 3.8 0.6 0.8
C 1.84407 -0.78942 0.85357 1.5 0.8 -1.2
C -2.14337 3.40780 -0.54836 -2.2 -0.5 1.0
C -0.92332 1.15785 -0.95894 0.3 -3.3 0.2
C -2.17961 1.86662 -0.65809 -0.9 0.0 -0.9
C 0.27100 1.64885 -1.44816 0.2 3.1 1.2
C -0.67258 -3.42310 0.50711 -1.3 0.7 0.5
C 3.04204 0.06385 1.06091 -0.6 0.9 -4.5
N -0.02043 -0.89886 -0.10129 -1.5 -0.1 -0.3
N -1.09896 -0.21955 -0.72847 -1.7 -0.1 0.1
N 1.01536 -0.08139 0.12395 -1.7 -1.5 1.4
O -3.06083 4.02188 0.04218 2.2 -0.9 -1.3
H 1.97855 -2.86598 1.53674 -0.4 0.1 -0.6
H -2.37439 1.55717 0.34443 -1.0 -0.3 0.7
H -2.88138 1.40656 -1.41001 -0.3 0.7 0.9
H 1.25091 1.21742 -1.38610 -0.3 -0.3 -0.7
H -0.21409 -4.12658 1.25962 -0.4 0.9 -0.9
H -1.71195 -3.16379 0.86553 0.9 -0.6 -0.6
H -0.68352 -3.86199 -0.48329 -0.4 -0.5 0.0
H 3.40953 0.21016 1.98333 1.2 0.3 3.3
H 3.81637 -0.28314 0.35668 0.1 0.0 0.6
H 2.70017 1.06675 0.59316 0.9 -1.4 1.2
H -2.07805 -0.38838 -0.35409 2.1 -0.4 -0.2
```
Positions in Å, forces in eV/Å.